Record 1
{"formula": "C2H9N4O3Tl", "method": "the ωB97M-V functional and the def2-TZVPD basis", "symbols": ["Tl", "O", "H", "C", "O", "N", "N", "H", "H", "H", "H", "C", "O", "N", "N", "H", "H", "H", "H"], "positions_angstrom": [[16.723, 15.842, 4.458], [18.814, 13.914, 4.660], [18.892, 13.084, 4.151], [18.843, 17.875, 7.186], [18.063, 17.559, 6.353], [18.942, 19.050, 7.661], [19.873, 17.158, 7.452], [19.595, 19.204, 8.416], [18.443, 19.816, 7.232], [19.947, 16.232, 7.055], [20.631, 17.435, 8.059], [16.742, 14.792, 8.386], [16.496, 14.993, 7.173], [17.872, 14.524, 8.890], [15.846, 14.794, 9.291], [18.556, 14.424, 8.154], [18.107, 14.486, 9.872], [14.932, 15.209, 9.176], [16.076, 14.620, 10.258]], "atomic_forces_ev_per_a": [[-0.104, 0.092, -0.752], [-0.238, 0.136, 0.120], [0.180, -0.127, -0.079], [-1.480, -2.518, -3.377], [-3.228, -1.075, -1.808], [0.809, 5.515, 2.838], [4.098, -3.047, 2.259], [0.176, 0.912, 0.415], [-0.462, 0.701, -0.029], [0.262, -0.048, -0.491], [0.342, -0.014, 0.247], [-0.172, -0.097, 1.187], [-0.699, 0.134, -1.560], [5.300, -0.423, -1.556], [-5.123, 1.330, 2.112], [0.827, -0.605, 0.725], [0.154, -0.174, -0.114], [-0.530, -0.097, -0.402], [-0.111, -0.594, 0.265]], "nbo_charge": [0.997, -0.473, 0.471, 0.646, -0.618, -0.318, -0.507, 0.441, 0.479, 0.444, 0.443, 0.666, -0.224, -0.736, -0.492, 0.421, 0.457, 0.460, 0.445], "charge": 3, "homo_lumo_gap_ev": [9.374, 5.792], "total_energy_ha": -697.49252, "multiplicity": 2}

---

Record 2
{"formula": "C48H64BaCl2N2O11S5Si", "method": "the ωB97M-V functional and the def2-TZVPD basis", "symbols": ["Ba", "C", "C", "S", "C", "C", "S", "C", "C", "S", "C", "C", "S", "H", "H", "H", "H", "H", "H", "H", "H", "H", "H", "H", "H", "H", "H", "H", "H", "O", "C", "O", "C", "C", "C", "C", "C", "N", "C", "O", "O", "H", "H", "H", "C", "C", "C", "C", "O", "Si", "O", "O", "C", "C", "C", "C", "O", "C", "C", "C", "C", "H", "H", "H", "H", "H", "H", "H", "H", "H", "H", "H", "H", "H", "H", "H", "H", "H", "H", "H", "H", "H", "H", "H", "H", "H", "H", "H", "Cl", "C", "C", "C", "C", "C", "Cl", "C", "N", "C", "C", "C", "C", "C", "C", "C", "C", "O", "O", "H", "H", "H", "H", "H", "H", "H", "H", "H", "H", "C", "S", "O", "C", "C", "C", "C", "C", "C", "H", "H", "H", "H", "H", "H", "H", "H"], "positions_angstrom": [[0.152, 0.110, -0.544], [2.237, -3.347, 0.978], [2.112, -4.561, 0.056], [1.119, -4.341, -1.449], [2.330, -3.491, -2.504], [1.678, -2.828, -3.715], [2.510, -1.326, -4.372], [4.177, -2.017, -4.544], [5.103, -2.267, -3.343], [5.224, -0.912, -2.132], [5.808, -1.826, -0.687], [4.788, -2.762, -0.036], [3.222, -1.948, 0.377], [2.633, -3.673, 1.945], [1.255, -2.891, 1.137], [1.595, -5.348, 0.610], [3.081, -4.964, -0.245], [3.073, -4.227, -2.812], [2.784, -2.726, -1.881], [0.687, -2.428, -3.469], [1.575, -3.510, -4.567], [4.637, -1.302, -5.224], [3.997, -2.960, -5.078], [6.105, -2.424, -3.744], [4.809, -3.168, -2.811], [6.085, -1.026, 0.001], [6.707, -2.392, -0.952], [5.213, -3.166, 0.888], [4.565, -3.597, -0.705], [3.262, 0.525, -4.563], [2.873, 0.713, -3.297], [2.343, -0.604, -2.927], [2.729, 1.796, -2.532], [3.258, 3.088, -2.987], [3.297, 4.123, -2.123], [2.789, 3.979, -0.783], [2.180, 2.786, -0.462], [2.111, 1.702, -1.259], [1.428, 2.689, 0.873], [1.747, 3.447, 1.805], [0.485, 1.817, 0.932], [3.605, 3.166, -4.012], [3.688, 5.083, -2.446], [2.785, 4.795, -0.072], [-4.632, 0.344, -0.393], [-3.852, 0.243, 0.906], [-3.047, 1.528, 1.138], [-4.817, 0.010, 2.065], [-2.970, -0.893, 0.740], [-1.777, -1.473, 1.761], [-0.383, -1.558, 1.036], [-1.862, -0.507, 3.109], [-1.450, -0.761, 4.459], [-1.145, 0.604, 5.062], [-0.202, -1.648, 4.492], [-2.590, -1.434, 5.219], [-2.284, -2.960, 2.360], [-2.793, -4.082, 1.634], [-4.316, -3.995, 1.613], [-2.258, -4.127, 0.202], [-2.346, -5.323, 2.392], [-5.258, 1.243, -0.404], [-5.270, -0.539, -0.521], [-3.931, 0.392, -1.229], [-3.707, 2.398, 1.213], [-2.347, 1.685, 0.311], [-2.456, 1.443, 2.050], [-5.533, 0.836, 2.122], [-4.269, -0.057, 3.006], [-5.369, -0.924, 1.915], [-0.420, 1.128, 4.429], [-0.746, 0.503, 6.077], [-2.058, 1.206, 5.097], [0.576, -1.221, 3.849], [-0.444, -2.646, 4.111], [0.182, -1.733, 5.513], [-3.461, -0.773, 5.256], [-2.281, -1.666, 6.243], [-2.873, -2.357, 4.706], [-4.614, -3.080, 1.092], [-4.706, -3.955, 2.636], [-4.751, -4.858, 1.096], [-2.564, -3.230, -0.351], [-2.632, -5.013, -0.319], [-1.165, -4.144, 0.205], [-2.706, -5.278, 3.425], [-1.252, -5.366, 2.410], [-2.730, -6.232, 1.917], [-5.926, 4.144, -1.813], [-4.379, 4.649, -1.184], [-4.340, 5.667, -0.247], [-3.118, 6.052, 0.281], [-1.945, 5.451, -0.150], [-2.002, 4.459, -1.110], [-0.541, 3.766, -1.683], [-3.222, 4.009, -1.631], [-3.275, 2.908, -2.513], [-3.155, 3.077, -3.897], [-3.372, 4.314, -4.509], [-3.261, 4.459, -5.887], [-2.918, 3.372, -6.675], [-2.715, 2.138, -6.064], [-2.841, 1.952, -4.692], [-2.713, 0.544, -4.125], [-1.548, 0.272, -3.162], [-1.610, 0.851, -2.017], [-0.657, -0.528, -3.499], [-5.263, 6.136, 0.070], [-3.078, 6.835, 1.031], [-0.977, 5.738, 0.252], [-2.690, 2.126, -2.182], [-3.617, 5.171, -3.890], [-3.431, 5.432, -6.336], [-2.806, 3.477, -7.749], [-2.448, 1.279, -6.672], [-2.609, -0.156, -4.949], [-3.630, 0.300, -3.575], [4.627, 2.877, 1.961], [4.485, 1.202, 1.358], [5.903, 0.679, 1.259], [3.855, 0.511, 2.900], [2.713, 1.014, 3.522], [2.294, 0.435, 4.715], [2.984, -0.641, 5.262], [4.109, -1.146, 4.616], [4.545, -0.570, 3.427], [5.052, 2.856, 2.967], [3.631, 3.335, 1.937], [5.286, 3.381, 1.252], [2.157, 1.844, 3.081], [1.414, 0.824, 5.218], [2.637, -1.092, 6.186], [4.643, -1.991, 5.036], [5.422, -0.934, 2.903]], "atomic_forces_ev_per_a": [[1.050, -1.708, -1.896], [0.199, -0.038, -0.056], [-0.133, 0.100, -0.048], [-0.078, 0.133, -0.023], [-0.239, -0.068, -0.110], [-0.017, -0.027, 0.275], [-0.403, -0.166, 0.459], [0.205, 0.107, -0.131], [-0.106, 0.063, 0.077], [0.026, 0.172, -0.051], [-0.143, -0.050, -0.099], [-0.025, -0.038, -0.026], [-0.086, 0.148, -0.039], [0.015, -0.030, 0.012], [-0.081, -0.036, 0.085], [0.024, -0.015, -0.016], [0.031, -0.055, 0.104], [0.080, 0.002, -0.053], [0.068, 0.036, -0.081], [0.068, -0.112, -0.041], [0.003, 0.049, 0.067], [0.060, -0.056, 0.018], [0.116, 0.062, 0.082], [0.019, -0.157, -0.119], [0.016, 0.007, -0.052], [0.035, -0.009, 0.075], [-0.003, -0.033, 0.096], [0.048, -0.065, -0.061], [0.108, -0.043, 0.028], [0.318, 0.033, 0.383], [-0.295, -0.296, -0.665], [0.020, 0.489, -0.436], [0.143, -0.029, 0.511], [-0.124, -0.065, 0.040], [-0.077, -0.104, 0.191], [0.156, 0.073, -0.043], [0.095, -0.260, -0.213], [0.231, 0.922, 0.123], [-0.429, -0.057, -0.175], [-0.327, 0.012, -0.100], [0.983, 2.065, 1.393], [-0.015, 0.025, 0.089], [0.011, 0.011, -0.022], [-0.033, -0.018, -0.063], [-0.009, -0.081, -0.204], [0.132, -0.034, -0.008], [0.216, -0.289, -0.068], [0.071, -0.158, 0.111], [0.089, 0.412, 0.387], [-0.249, -0.460, 0.394], [-0.603, -0.998, 1.185], [0.048, -0.210, 0.361], [0.124, -0.103, -0.313], [-0.032, 0.184, -0.144], [-0.072, -0.024, -0.355], [-0.074, -0.031, -0.099], [-0.272, -0.165, -0.290], [0.095, 0.295, -0.079], [-0.087, 0.145, 0.009], [0.133, 0.211, 0.071], [0.122, -0.092, 0.134], [0.046, -0.084, -0.020], [0.050, 0.084, 0.010], [-0.091, 0.028, 0.080], [0.005, -0.046, -0.062], [-0.158, 0.083, 0.008], [-0.070, 0.084, -0.026], [0.037, -0.052, 0.004], [-0.061, 0.030, -0.052], [0.022, 0.082, 0.001], [-0.184, -0.057, 0.101], [-0.043, 0.028, -0.056], [0.060, -0.031, 0.002], [-0.174, -0.124, 0.143], [0.020, 0.105, 0.088], [-0.015, -0.003, -0.058], [0.028, -0.036, 0.004], [-0.025, 0.019, -0.039], [0.028, 0.048, 0.062], [0.005, -0.112, 0.049], [0.027, -0.011, -0.092], [0.025, 0.064, 0.051], [0.009, -0.158, 0.053], [0.005, 0.030, 0.013], [-0.119, -0.006, -0.013], [0.032, -0.025, -0.088], [-0.110, -0.020, 0.006], [0.035, 0.070, 0.055], [0.109, 0.037, 0.033], [0.026, -0.110, -0.095], [-0.039, 0.052, 0.047], [0.050, 0.060, 0.025], [0.055, 0.211, 0.225], [-0.093, -0.103, -0.141], [0.079, 0.077, -0.075], [-0.170, -0.091, -0.164], [-0.092, 0.189, -0.183], [-0.062, 0.016, 0.175], [0.039, -0.030, -0.021], [0.026, -0.068, 0.091], [-0.006, -0.013, 0.054], [0.004, 0.009, 0.030], [0.010, -0.080, -0.037], [-0.004, 0.300, 0.018], [0.198, -0.215, 0.160], [-1.170, 0.123, -1.470], [-0.418, 0.319, 0.173], [0.038, -0.039, -0.004], [-0.004, -0.066, -0.047], [-0.134, -0.045, -0.053], [0.075, -0.069, 0.040], [0.009, -0.045, -0.037], [0.017, -0.033, 0.024], [-0.006, -0.011, 0.066], [-0.027, 0.042, 0.038], [-0.039, -0.037, -0.089], [0.014, 0.033, -0.014], [0.213, 0.212, 0.069], [0.512, -0.221, 0.213], [-0.378, 0.056, -0.006], [-0.119, -0.049, 0.074], [-0.008, -0.002, -0.047], [0.155, 0.118, 0.053], [0.209, 0.026, -0.045], [-0.148, 0.069, 0.000], [0.015, -0.012, 0.115], [0.061, 0.028, -0.135], [0.188, -0.021, 0.057], [-0.054, -0.029, 0.040], [0.128, -0.160, 0.155], [0.249, -0.084, -0.102], [0.028, 0.012, -0.047], [-0.011, 0.018, -0.018], [-0.061, 0.052, 0.053]], "lowdin_charge": [2.011, -0.504, -0.527, 0.885, -0.551, -0.373, 1.095, -0.349, -0.473, 0.937, -0.529, -0.510, 0.883, 0.077, 0.028, 0.064, 0.056, 0.068, -0.002, 0.056, 0.086, 0.079, 0.091, 0.069, 0.040, 0.026, 0.075, 0.082, 0.044, -0.245, -0.506, -0.361, -0.258, -0.049, -0.131, -0.115, -0.379, -0.076, -0.655, -0.059, -0.371, 0.091, 0.081, 0.086, -0.026, -0.613, -0.010, -0.026, -0.117, -0.004, -0.572, -0.121, -0.623, -0.035, -0.031, -0.033, -0.122, -0.652, -0.033, -0.039, -0.040, 0.077, 0.085, 0.060, 0.092, 0.058, 0.079, 0.085, 0.069, 0.077, 0.082, 0.083, 0.085, 0.081, 0.082, 0.081, 0.077, 0.081, 0.074, 0.072, 0.084, 0.080, 0.088, 0.087, 0.042, 0.081, 0.083, 0.080, 0.668, -0.596, -0.130, -0.091, -0.088, -0.552, 0.898, -0.318, 0.065, -0.199, -0.032, -0.112, -0.121, -0.054, -0.134, -0.041, -0.641, -0.377, -0.034, 0.094, 0.100, 0.114, 0.057, 0.104, 0.091, 0.086, 0.106, 0.106, 0.121, -0.232, 0.929, -0.561, -0.374, -0.039, -0.095, -0.110, -0.090, -0.103, 0.061, 0.022, 0.057, 0.092, 0.081, 0.094, 0.092, 0.096], "charge": -2, "homo_lumo_gap_ev": 3.437, "total_energy_ha": -6031.26870}

---

Repeat the first record exactly.
{"formula": "C2H9N4O3Tl", "method": "the ωB97M-V functional and the def2-TZVPD basis", "symbols": ["Tl", "O", "H", "C", "O", "N", "N", "H", "H", "H", "H", "C", "O", "N", "N", "H", "H", "H", "H"], "positions_angstrom": [[16.723, 15.842, 4.458], [18.814, 13.914, 4.660], [18.892, 13.084, 4.151], [18.843, 17.875, 7.186], [18.063, 17.559, 6.353], [18.942, 19.050, 7.661], [19.873, 17.158, 7.452], [19.595, 19.204, 8.416], [18.443, 19.816, 7.232], [19.947, 16.232, 7.055], [20.631, 17.435, 8.059], [16.742, 14.792, 8.386], [16.496, 14.993, 7.173], [17.872, 14.524, 8.890], [15.846, 14.794, 9.291], [18.556, 14.424, 8.154], [18.107, 14.486, 9.872], [14.932, 15.209, 9.176], [16.076, 14.620, 10.258]], "atomic_forces_ev_per_a": [[-0.104, 0.092, -0.752], [-0.238, 0.136, 0.120], [0.180, -0.127, -0.079], [-1.480, -2.518, -3.377], [-3.228, -1.075, -1.808], [0.809, 5.515, 2.838], [4.098, -3.047, 2.259], [0.176, 0.912, 0.415], [-0.462, 0.701, -0.029], [0.262, -0.048, -0.491], [0.342, -0.014, 0.247], [-0.172, -0.097, 1.187], [-0.699, 0.134, -1.560], [5.300, -0.423, -1.556], [-5.123, 1.330, 2.112], [0.827, -0.605, 0.725], [0.154, -0.174, -0.114], [-0.530, -0.097, -0.402], [-0.111, -0.594, 0.265]], "nbo_charge": [0.997, -0.473, 0.471, 0.646, -0.618, -0.318, -0.507, 0.441, 0.479, 0.444, 0.443, 0.666, -0.224, -0.736, -0.492, 0.421, 0.457, 0.460, 0.445], "charge": 3, "homo_lumo_gap_ev": [9.374, 5.792], "total_energy_ha": -697.49252, "multiplicity": 2}